{"formula": "C8H9NO2", "method": "ωB97M-V/def2-TZVPD", "orbital_gap_ha": 0.31701, "total_charge": 0, "multiplicity": 1, "homo_energy_ev": -9.1280, "e_above_lowest_kj_mol": 565.8, "energy_ev": -14021.0294, "elements": ["O", "O", "N", "C", "C", "C", "C", "C", "C", "C", "C", "H", "H", "H", "H", "H", "H", "H", "H", "H"], "positions_angstrom": [[-1.124, 0.844, -1.750], [-1.399, 1.886, 2.137], [1.222, -1.569, -0.687], [0.537, -0.864, -1.448], [1.233, -1.150, 0.615], [-0.313, 0.481, 0.343], [0.628, -0.159, 2.784], [0.590, -0.216, 1.212], [-1.244, 1.545, 0.868], [-0.361, 0.173, -0.960], [0.466, -1.081, -2.895], [-0.668, -1.501, -3.268], [1.290, -1.839, -3.178], [-0.129, -0.121, 3.434], [-1.622, 2.012, 0.093], [-1.671, 0.107, -2.460], [1.644, -1.084, 3.303], [0.926, 1.082, 3.041], [0.818, -0.043, -3.611], [1.818, -1.842, 1.238]], "mulliken_charge": [-0.668, -0.555, -0.611, 0.908, -0.487, 0.415, -1.064, 0.528, -0.428, 0.518, -1.463, 0.317, 0.344, 0.417, 0.606, 0.348, 0.189, 0.218, 0.258, 0.209]}